No. 1
The following is a quantum chemistry calculation of a molecular structure, C18H34AlNO13P, from the OMol25 dataset.

- Charge: -1
- Multiplicity: 1

Cartesian coordinates (Å):
C1 1.6419 -4.1511 2.2294
C2 2.1663 -3.7385 0.8660
N1 2.3831 -2.2919 0.6512
Al1 1.6853 -0.9825 1.8286
P1 3.5259 -0.0447 3.0546
O1 3.1888 0.6244 4.3777
H1 2.2962 -3.7810 3.0140
H2 0.6437 -3.7537 2.3808
H3 1.6042 -5.2367 2.2906
H4 3.1032 -4.2752 0.7098
H5 1.4961 -4.1060 0.0911
H6 3.3858 -2.1574 0.5854
H7 0.5658 -1.4540 2.8629
H8 1.0268 0.2172 0.9465
H9 4.2305 0.8493 2.1978
H10 4.4747 -1.1020 3.2241
C3 -3.7376 -7.4613 1.5133
C4 -2.4311 -6.7076 1.5896
C5 -2.2556 -5.5902 0.5878
O2 -0.8334 -5.5435 0.4366
C6 -0.3494 -6.7800 0.6940
O3 0.7594 -7.1404 0.4771
O4 -1.3208 -7.5610 1.2410
H11 -3.6306 -8.4515 1.9543
H12 -4.5176 -6.9232 2.0506
H13 -4.0586 -7.5915 0.4787
H14 -2.2576 -6.3433 2.6054
H15 -2.6254 -4.6250 0.9267
H16 -2.7000 -5.8346 -0.3809
C7 1.9839 6.0942 3.1353
C8 1.7178 4.9171 2.2267
C9 1.6181 3.5698 2.9043
O5 2.0390 2.6811 1.8678
C10 2.8788 3.3547 1.0596
O6 3.5671 2.8780 0.2175
O7 2.8256 4.6922 1.3341
H17 2.4297 6.9152 2.5745
H18 1.0556 6.4440 3.5863
H19 2.6746 5.8239 3.9347
H20 0.8343 5.1043 1.6078
H21 0.6143 3.3110 3.2305
H22 2.3091 3.4629 3.7436
C11 -1.9713 1.8334 -1.1814
C12 -1.7284 0.3854 -0.8322
C13 -2.4837 -0.6262 -1.6624
O8 -2.6024 -1.7294 -0.7570
C14 -2.5856 -1.2215 0.5041
O9 -2.8646 -1.8436 1.4759
O10 -2.2345 0.0837 0.4838
H23 -1.7506 2.4715 -0.3275
H24 -1.3332 2.1338 -2.0124
H25 -3.0105 2.0118 -1.4662
H26 -0.6550 0.1767 -0.8232
H27 -1.9615 -0.9320 -2.5657
H28 -3.4894 -0.2805 -1.9196
C15 0.7563 5.4564 -4.1493
C16 -0.1753 4.3888 -4.6717
C17 -0.2558 4.2657 -6.1753
O11 -1.5791 3.7452 -6.3656
C18 -2.3362 4.1608 -5.3196
O12 -3.5177 4.0704 -5.2633
O13 -1.5507 4.6978 -4.3541
H29 0.4637 5.7548 -3.1443
H30 1.7795 5.0853 -4.1153
H31 0.7309 6.3458 -4.7809
H32 0.0591 3.4255 -4.2116
H33 0.4815 3.5914 -6.6025
H34 -0.1933 5.2379 -6.6699

***

No. 2
The following is a quantum chemistry calculation of 8 unconnected molecules or ions with the total composition C18H34Br14O2, from the OMol25 dataset.

- Charge: 0
- Multiplicity: 1

Cartesian coordinates (Å):
O1 0.9802 3.5395 1.5674
C1 1.2479 2.9023 0.6175
C2 1.2156 1.3945 0.4490
C3 1.4201 1.2054 -1.0127
C4 2.0531 2.5239 -1.5307
O2 1.4946 3.4932 -0.5644
H1 1.9123 0.8992 1.1120
H2 0.2578 0.9891 0.6501
H3 2.0337 0.3630 -1.3540
H4 0.4027 0.9737 -1.4085
H5 3.1232 2.5021 -1.4990
H6 1.7162 2.9323 -2.5124
Br1 -3.0142 5.1549 3.3040
C5 -1.6721 4.2830 4.3943
C6 -1.2059 2.9945 3.8429
Br2 -2.5475 1.5996 3.9237
H7 -2.1343 4.0316 5.3355
H8 -0.8320 4.9538 4.5258
H9 -0.2889 2.6885 4.3826
H10 -0.9025 3.0335 2.8237
Br3 1.5046 0.0104 3.9959
C7 0.4109 -1.5109 4.5330
C8 0.0465 -2.2704 3.2922
Br4 -1.1408 -3.7737 3.5659
H11 -0.4308 -1.0750 5.0466
H12 0.9707 -2.1201 5.2248
H13 0.8951 -2.6155 2.7968
H14 -0.4301 -1.5359 2.5982
Br5 0.1242 -4.3541 -0.2156
C9 -1.9067 -4.4513 -0.1147
C10 -2.5765 -3.0472 0.0702
Br6 -4.3299 -2.8936 -0.7963
H15 -2.1385 -5.1800 0.6424
H16 -2.2183 -4.8790 -1.0937
H17 -1.9109 -2.2550 -0.3990
H18 -2.8006 -2.7779 1.1038
Br7 -2.3178 1.5110 -0.0354
C11 -2.2018 3.5327 0.0490
C12 -3.5407 4.0851 -0.2619
Br8 -3.2483 6.0536 -0.2979
H19 -1.4382 3.8261 -0.6236
H20 -1.9736 3.8545 1.0269
H21 -4.1504 3.9693 0.5655
H22 -4.0611 3.8624 -1.1978
Br9 0.5948 -6.1631 -3.5734
C13 1.8391 -4.6376 -3.2874
C14 1.0737 -3.4123 -3.6569
Br10 2.1924 -1.7919 -3.3800
H23 2.7423 -4.8094 -3.8996
H24 2.1639 -4.6909 -2.2331
H25 0.1816 -3.3377 -3.0346
H26 0.8424 -3.3750 -4.7838
Br11 4.0297 -4.2220 1.9832
C15 4.3535 -2.3163 1.8467
C16 4.3540 -1.8198 0.4017
Br12 5.0234 -0.0149 0.2951
H27 5.3450 -2.1827 2.2784
H28 3.6388 -1.8456 2.5024
H29 3.4296 -1.8270 -0.1763
H30 5.0255 -2.4162 -0.2021
Br13 -1.1655 3.2573 -3.3122
C17 -2.1510 1.6576 -4.2560
C18 -1.1958 0.9669 -5.2686
Br14 -1.8395 -0.8580 -5.5770
H31 -3.0792 2.0444 -4.6652
H32 -2.4085 1.1236 -3.3545
H33 -0.2566 0.8455 -4.8769
H34 -1.1309 1.4021 -6.2920

***

No. 3
The following is a quantum chemistry calculation of 8 unconnected molecules or ions with the total composition C18H34Br14O3, from the OMol25 dataset.

- Charge: 0
- Multiplicity: 1

Cartesian coordinates (Å):
C1 -4.4175 1.1204 9.4993
C2 -3.7572 1.0148 8.0836
C3 -4.1102 2.1196 7.0462
O1 -2.8665 2.1573 6.3417
C4 -1.8696 1.5248 7.1072
O2 -0.6768 1.3805 6.7727
O3 -2.3388 1.1650 8.2439
H1 -5.4279 0.7141 9.4530
H2 -4.3977 2.1883 9.7164
H3 -3.8052 0.6756 10.2838
H4 -3.9441 0.0152 7.6911
H5 -4.2318 3.0663 7.5725
H6 -4.8619 1.8364 6.3094
Br1 -2.1545 4.6429 -8.0678
C5 -3.1074 6.3141 -8.5802
C6 -4.5236 5.8894 -8.9897
Br2 -5.5296 5.2359 -7.4384
H7 -2.7242 6.8517 -9.4475
H8 -3.0776 6.9400 -7.6883
H9 -4.4545 5.1187 -9.7573
H10 -4.9853 6.7542 -9.4662
Br3 7.7863 2.3019 -7.3588
C7 7.7949 3.5251 -5.7604
C8 6.3677 3.8909 -5.3120
Br4 6.4959 4.6608 -3.4684
H11 8.3686 4.4220 -5.9942
H12 8.4028 3.0261 -5.0057
H13 5.5736 3.1443 -5.3265
H14 5.9214 4.7018 -5.8877
Br5 -1.5414 -4.3050 3.6325
C9 0.3551 -4.3973 3.1427
C10 0.8023 -5.8876 3.1160
Br6 2.5159 -5.9379 2.2878
H15 0.8542 -3.6946 3.8099
H16 0.5877 -3.9747 2.1653
H17 0.0770 -6.4663 2.5440
H18 0.9623 -6.3764 4.0770
Br7 -7.3499 -1.0206 -0.5808
C11 -8.1324 -2.6040 -1.6424
C12 -7.0664 -3.5251 -2.1553
Br8 -7.8773 -5.2211 -3.1119
H19 -8.6249 -2.0851 -2.4647
H20 -9.0253 -2.9832 -1.1453
H21 -6.3867 -3.9204 -1.4005
H22 -6.5340 -3.1125 -3.0123
Br9 -0.9193 0.5160 -1.7729
C13 0.1207 2.1280 -1.3195
C14 1.0374 1.9391 -0.0830
Br10 2.4800 0.6356 -0.4276
H23 -0.4600 3.0184 -1.0784
H24 0.7514 2.3914 -2.1686
H25 0.4894 1.5027 0.7520
H26 1.4443 2.8712 0.3092
Br11 3.6557 -4.3083 -6.3730
C15 2.4600 -4.8014 -4.9032
C16 1.5767 -5.9291 -5.4339
Br12 0.0585 -6.2959 -4.1918
H27 1.8045 -4.0058 -4.5492
H28 3.0283 -5.1419 -4.0376
H29 2.0324 -6.8723 -5.7352
H30 1.0338 -5.5412 -6.2958
Br13 8.6235 1.0072 6.8838
C17 6.9733 0.3768 5.9848
C18 6.9812 -1.0603 5.6059
Br14 6.3280 -2.0773 7.1111
H31 6.9101 1.0269 5.1123
H32 6.1188 0.6099 6.6201
H33 7.9823 -1.4450 5.4111
H34 6.4237 -1.4310 4.7457

***

No. 4
The following is a quantum chemistry calculation of a molecular structure, C18H34Cl4CsKLiN7O16, from the OMol25 dataset.

- Charge: 0
- Multiplicity: 1

Cartesian coordinates (Å):
C1 -4.2869 4.7889 0.5161
C2 -4.6658 3.2823 0.9608
O1 -5.5648 2.6814 0.3128
O2 -4.0226 2.5926 2.0137
C3 -3.7178 3.4727 3.1314
C4 -2.8682 2.5566 4.1590
C5 -1.3206 2.8330 3.7373
C6 -0.3851 1.5233 3.8395
C7 0.1596 1.0724 2.3706
N1 0.7741 -0.2845 2.5345
C8 1.7167 -0.5784 1.4336
N2 1.4557 -1.7700 0.6327
N3 2.7453 0.2789 1.2681
C9 3.7329 0.1050 0.1800
O3 5.0679 -0.2607 0.7079
N4 5.9835 0.3404 -0.1565
O4 6.1232 -0.4213 -1.1005
H1 -4.6980 5.0205 -0.5251
H2 -4.7660 5.5543 1.2554
H3 -3.1445 4.8761 0.5270
H4 -4.6424 3.8756 3.6752
H5 -3.0084 4.3341 2.8442
H6 -2.9842 2.9331 5.2297
H7 -3.1191 1.4469 4.0834
H8 -1.2388 3.2054 2.6496
H9 -0.8753 3.6470 4.4177
H10 0.5408 1.7898 4.4525
H11 -0.9121 0.6091 4.2865
H12 -0.7235 1.0744 1.6238
H13 0.8894 1.8721 2.0112
H14 0.0020 -0.9576 2.4104
H15 0.7441 -1.6187 -0.0994
H16 2.3110 -2.2090 0.2743
H17 2.8323 1.0852 1.9085
H18 3.8793 1.1524 -0.2913
H19 3.3956 -0.6017 -0.6521
C10 0.7990 -6.4764 0.4104
C11 0.9228 -5.6894 -0.8839
C12 2.3772 -5.4040 -1.2203
O5 0.2179 -4.4586 -0.7598
H20 1.2169 -5.9127 1.2511
H21 -0.2512 -6.6635 0.6454
H22 1.3178 -7.4363 0.3414
H23 0.4587 -6.2513 -1.7019
H24 2.8499 -4.8032 -0.4362
H25 2.4516 -4.8270 -2.1483
H26 2.9440 -6.3313 -1.3392
H27 0.6210 -3.9556 -0.0380
N5 -2.5100 3.1775 -2.1216
O6 -2.1602 2.0281 -2.4455
O7 -2.2484 3.6083 -0.9689
O8 -3.1122 3.8985 -2.9272
C13 1.2140 -9.1582 -3.1727
C14 2.4856 -9.0735 -2.3473
N6 3.5011 -9.0084 -1.6865
H28 0.5617 -8.3141 -2.9412
H29 1.4589 -9.1376 -4.2369
H30 0.6854 -10.0890 -2.9459
C15 4.7209 3.6770 1.9431
N7 3.4603 3.9953 2.6649
O9 3.5073 4.0373 3.8879
O10 2.4514 4.1939 1.9706
H31 5.5147 3.5283 2.6717
H32 4.5497 2.7634 1.3661
H33 4.9500 4.5216 1.2902
Li1 -6.1887 6.1744 1.0964
C16 -1.7384 -10.6586 -1.3474
O11 -1.1894 -9.7444 -0.7171
O12 -1.4684 -10.9732 -2.5409
O13 -2.6425 -11.4070 -0.8917
Cs1 3.5380 -6.2722 -2.9251
K1 3.3817 3.9453 -0.1138
C17 -2.9303 5.1497 -5.7415
O14 -3.8587 5.7065 -5.0895
O15 -3.3803 4.6690 -6.9365
O16 -1.7257 4.9829 -5.4706
H34 -4.2896 4.9810 -6.7664
C18 -1.5755 7.5390 -2.6618
Cl1 -1.7322 8.7550 -3.9472
Cl2 -1.0491 8.3339 -1.1534
Cl3 -3.1417 6.7512 -2.3972
Cl4 -0.3740 6.3268 -3.1407

***

No. 5
The following is a quantum chemistry calculation of 9 unconnected molecules or ions with the total composition C18H34F7NO28PS6, from the OMol25 dataset.

- Charge: -1
- Multiplicity: 1

Cartesian coordinates (Å):
P1 -12.7026 -1.6421 -0.9886
F1 -12.5844 -1.8134 -2.5931
F2 -13.4699 -3.0717 -0.7221
F3 -11.3804 -2.5448 -0.8645
F4 -12.8618 -1.5362 0.5953
F5 -11.9514 -0.2287 -1.0803
F6 -14.0795 -0.7282 -1.1366
C1 -12.9242 6.1733 -2.6218
C2 -12.3491 4.7889 -2.4786
O1 -11.1234 4.6463 -2.5525
N1 -13.1733 3.7522 -2.1758
C3 -12.7891 2.3847 -1.9463
H1 -12.0453 6.8171 -2.5886
H2 -13.5060 6.4771 -1.7515
H3 -13.5419 6.3437 -3.5035
H4 -14.1681 3.9256 -2.1555
H5 -13.6277 1.7248 -1.7241
H6 -11.9652 2.4040 -1.2329
H7 -12.3428 2.0538 -2.8841
C4 -10.9686 2.4981 1.6301
C5 -12.3976 1.9309 1.6772
O2 -13.2814 3.0503 1.6348
C6 -12.5587 4.1848 1.8612
O3 -12.9535 5.3343 1.8907
O4 -11.2296 3.8854 1.9492
F7 -12.6280 1.3764 2.9102
H8 -10.4892 2.4686 0.6517
H9 -10.3669 2.0920 2.4432
H10 -12.5841 1.1561 0.9335
C7 -14.6869 -2.8071 -4.8838
C8 -15.0688 -3.7771 -3.7203
O5 -15.6610 -4.8554 -4.4693
S1 -14.7043 -5.2335 -5.7765
O6 -15.3562 -5.8840 -6.9005
O7 -13.4761 -5.8107 -5.2191
O8 -14.5599 -3.6181 -6.0648
H11 -13.7394 -2.2996 -4.7031
H12 -15.4055 -2.0056 -5.0549
H13 -15.7390 -3.4027 -2.9465
H14 -14.2559 -4.2683 -3.1854
C9 -10.7114 -2.0050 2.3214
C10 -11.8750 -1.9341 3.3230
O9 -11.2548 -1.8423 4.5775
S2 -9.7281 -2.3253 4.6168
O10 -9.6985 -3.8034 4.6624
O11 -8.9695 -1.4186 5.4949
O12 -9.5542 -1.8235 3.0573
H15 -10.7080 -1.2171 1.5682
H16 -10.7274 -2.9828 1.8399
H17 -12.5157 -2.8144 3.2699
H18 -12.4177 -1.0498 2.9891
C11 -15.2397 -5.3097 0.1830
C12 -16.4906 -4.5641 -0.2500
O13 -17.4545 -5.1015 0.6740
S3 -17.1403 -6.7574 1.0180
O14 -17.6743 -7.5680 -0.1043
O15 -17.5194 -7.0184 2.4044
O16 -15.4935 -6.5245 0.7829
H19 -14.6544 -4.5826 0.7459
H20 -14.5976 -5.5395 -0.6674
H21 -16.8806 -4.8749 -1.2192
H22 -16.3951 -3.4790 -0.2121
C13 -16.6707 0.7132 0.8071
C14 -15.9117 -0.2317 1.7560
O17 -16.6163 -1.4312 1.5038
S4 -18.2651 -1.2038 1.4488
O18 -18.7401 -0.9226 2.7627
O19 -18.9851 -2.2182 0.6453
O20 -18.0265 0.2766 0.6711
H23 -16.1954 0.9196 -0.1519
H24 -16.8529 1.6413 1.3489
H25 -16.0416 0.0608 2.7979
H26 -14.8543 -0.3150 1.5045
C15 -8.7152 1.6672 -2.0746
C16 -8.2134 0.2434 -1.7648
O21 -7.0501 0.5609 -1.0230
S5 -7.4707 1.5905 0.2702
O22 -6.4956 2.5584 0.7263
O23 -8.1837 0.8207 1.2816
O24 -8.5688 2.4170 -0.8050
H27 -9.7020 1.9204 -2.4624
H28 -8.1332 2.2171 -2.8142
H29 -8.0445 -0.3177 -2.6840
H30 -8.9819 -0.2240 -1.1491
C17 -10.6807 -4.8517 -3.2557
C18 -10.6660 -3.6330 -4.0910
O25 -9.5108 -3.6332 -4.8283
S6 -8.2729 -4.2402 -3.8904
O26 -7.7881 -3.2270 -3.0033
O27 -7.2366 -4.9064 -4.7493
O28 -9.3405 -5.2611 -3.1179
H31 -11.1920 -5.7478 -3.6074
H32 -11.1230 -4.6204 -2.2867
H33 -10.6151 -2.6680 -3.5867
H34 -11.4563 -3.5944 -4.8408

***

No. 6
The following is a quantum chemistry calculation of a single C18H34O2 molecule, from the OMol25 dataset.

- Charge: 0
- Multiplicity: 1

Cartesian coordinates (Å):
C1 -2.1426 -4.0027 -1.7883
C2 -1.1573 -3.6207 -0.6903
C3 -1.1701 -2.1166 -0.4263
C4 -0.2997 -1.6979 0.7588
C5 1.1953 -1.9017 0.5217
C6 2.0257 -1.3288 1.6678
C7 3.5335 -1.4218 1.4252
C8 4.0467 -0.3487 0.4596
C9 3.8279 1.0248 1.0153
C10 3.3757 2.0897 0.3707
C11 2.9844 2.1585 -1.0769
C12 1.5288 1.7347 -1.3149
C13 0.5315 2.5528 -0.4996
C14 -0.9104 2.1737 -0.8313
C15 -1.9056 2.8830 0.0847
C16 -3.3660 2.6769 -0.3190
C17 -3.8244 1.2224 -0.2308
C18 -3.8273 0.6955 1.1804
O1 -3.8182 1.3465 2.1887
O2 -3.8676 -0.6472 1.1980
H1 -2.1253 -5.0760 -1.9639
H2 -1.8900 -3.4991 -2.7191
H3 -3.1543 -3.7161 -1.5086
H4 -0.1551 -3.9377 -0.9836
H5 -1.4186 -4.1484 0.2299
H6 -0.8340 -1.5921 -1.3251
H7 -2.1997 -1.8104 -0.2261
H8 -0.6041 -2.2596 1.6454
H9 -0.4771 -0.6390 0.9668
H10 1.4135 -2.9667 0.4218
H11 1.4758 -1.4183 -0.4161
H12 1.7584 -0.2807 1.8220
H13 1.7756 -1.8722 2.5825
H14 3.7791 -2.4119 1.0340
H15 4.0537 -1.3053 2.3792
H16 5.1220 -0.5004 0.3144
H17 3.5639 -0.4564 -0.5102
H18 4.0856 1.1222 2.0634
H19 3.2633 3.0157 0.9198
H20 3.1131 3.1849 -1.4277
H21 3.6380 1.5188 -1.6736
H22 1.4141 0.6822 -1.0524
H23 1.3011 1.8410 -2.3790
H24 0.6824 3.6171 -0.6954
H25 0.7128 2.3815 0.5635
H26 -1.1227 2.4351 -1.8715
H27 -1.0181 1.0922 -0.7310
H28 -1.6963 3.9552 0.0673
H29 -1.7672 2.5397 1.1110
H30 -3.5125 3.0278 -1.3426
H31 -3.9956 3.2765 0.3408
H32 -3.2071 0.5655 -0.8435
H33 -4.8513 1.1359 -0.5973
H34 -3.8839 -0.9737 2.1113

***

Calculated DFT total energy (a.u.), listed in the same order as above: -2323.0686 -36892.9348 -36968.1044 -4760.6851 -6297.4049 -856.7576
Calculated strongest force on any atom (eV/A), listed in the same order as above: 1.0 2.9 5.6 17.1 4.8 0.6